(1)
# C2H3N2O2

2 unconnected molecules or ions with the total composition C2H3N2O2 in a non-equilibrium geometry (wB97M-V/def2-TZVPD, OMol25).

Computed properties:
Total charge: +1
Frontier orbital gap (alpha / beta) in Eh: 0.284 / 0.283
Relative energy (zero: lowest compared OMol25 entry of this formula, charge and spin) in kJ/mol: 577.95

The geometry in XYZ format:
```
9
Properties=species:S:1:pos:R:3:forces:R:3
O 1.697 0.373 -1.528 0.2 -3.5 0.1
O 0.271 1.791 -1.185 -0.7 1.2 0.5
N -0.355 1.261 -0.297 0.6 0.1 -1.2
N -1.222 -0.202 1.377 -0.3 -0.8 3.5
C -0.604 0.369 0.430 0.9 0.6 -1.8
C 1.376 -0.679 -1.204 0.6 1.2 -0.2
H -0.839 -0.081 2.327 -0.5 -0.2 -0.6
H 1.470 -1.831 -1.143 -0.2 2.0 0.0
H -1.794 -1.001 1.224 -0.5 -0.5 -0.1
```
Positions in Å, forces in eV/Å.

(2)
# C2H3N2O2

2 unconnected molecules or ions with the total composition C2H3N2O2 in a non-equilibrium geometry (wB97M-V/def2-TZVPD, OMol25).

Computed properties:
Total charge: +1
Frontier orbital gap in Eh: 0.304
Relative energy (zero: lowest compared OMol25 entry of this formula, charge and spin) in kJ/mol: 432.60

The geometry in XYZ format:
```
9
Properties=species:S:1:pos:R:3:forces:R:3
O -4.762 -0.571 -0.065 -1.8 -0.2 -0.2
O 3.349 -0.704 -0.116 -2.1 0.5 0.7
N 2.219 -0.566 0.230 5.2 -0.1 0.5
N 0.127 0.473 -0.080 2.5 -1.9 0.5
C -3.676 -0.454 0.115 1.9 0.2 0.2
C 1.004 -0.545 -0.023 -3.0 1.8 -1.3
H -0.779 0.184 -0.391 -0.8 0.7 0.3
H 0.706 -1.538 -0.173 -1.0 -1.7 -0.3
H 0.488 1.358 0.237 -0.9 0.6 -0.4
```
Positions in Å, forces in eV/Å.

(3)
# C2H3N2OP

C2H3N2OP in the gas phase in a non-equilibrium geometry (wB97M-V/def2-TZVPD, OMol25).

Computed properties:
Structure (SMILES): Pc1nnco1
Frontier orbital gap in Eh: 0.382
Relative energy (zero: lowest compared OMol25 entry of this formula, charge and spin) in kJ/mol: 229.22

The geometry in XYZ format:
```
9
Properties=species:S:1:pos:R:3:forces:R:3
P -1.143 -1.720 -0.461 0.2 -0.9 -2.0
O 0.772 0.472 -0.749 -2.5 -2.1 1.1
N 0.039 1.722 0.930 -0.5 2.0 2.0
N -0.666 0.585 1.142 -0.5 -1.7 -0.9
C -0.423 -0.278 0.271 2.3 1.9 -1.3
C 0.750 1.575 -0.104 3.3 1.9 -1.0
H -0.875 -2.512 0.615 0.2 -0.9 0.9
H 0.009 -2.214 -1.306 -1.1 0.8 1.2
H 1.537 2.370 -0.337 -1.4 -1.1 0.0
```
Positions in Å, forces in eV/Å.

(4)
# C2H3N2OP

C2H3N2OP in the gas phase in a non-equilibrium geometry (wB97M-V/def2-TZVPD, OMol25).

Computed properties:
Frontier orbital gap (alpha / beta) in Eh: 0.266 / 0.265
Relative energy (zero: lowest compared OMol25 entry of this formula, charge and spin) in kJ/mol: 552.99

The geometry in XYZ format:
```
9
Properties=species:S:1:pos:R:3:forces:R:3
P -1.943 -1.154 0.063 0.6 0.3 -0.2
O -1.892 1.349 0.121 -0.4 -1.0 0.4
N 0.214 0.783 0.003 -1.5 -0.1 -0.4
N -0.977 0.244 0.039 0.0 2.5 -0.2
C 2.428 -0.398 0.110 -2.2 0.7 -0.3
C 1.316 0.081 -0.009 1.2 -1.2 0.5
H 3.173 -1.078 0.331 1.3 -0.6 0.1
H -1.457 2.108 -0.295 0.5 -0.3 0.0
H -0.862 -1.935 -0.362 0.4 -0.3 0.2
```
Positions in Å, forces in eV/Å.

(5)
# C2H3N2OS

2 unconnected molecules or ions with the total composition C2H3N2OS in a non-equilibrium geometry (wB97M-V/def2-TZVPD, OMol25).

Computed properties:
Total charge: -1
Frontier orbital gap (alpha / beta) in Eh: 0.242 / 0.166
Relative energy (zero: lowest compared OMol25 entry of this formula, charge and spin) in kJ/mol: 191.52

The geometry in XYZ format:
```
9
Properties=species:S:1:pos:R:3:forces:R:3
S -0.568 0.882 -2.690 -0.1 -1.1 -2.4
O -0.972 2.325 -0.522 -0.6 1.1 1.4
N 1.113 -0.175 1.046 2.9 2.6 -0.9
N 1.663 0.518 0.204 -1.9 -1.0 1.2
C 0.007 -1.006 0.823 -1.4 -3.6 0.4
C -0.584 1.485 -1.232 1.0 -0.3 0.9
H -0.599 -1.053 1.818 0.7 0.1 -2.0
H -0.571 -0.924 -0.144 0.3 0.8 0.9
H 0.510 -2.051 0.697 -1.0 1.3 0.5
```
Positions in Å, forces in eV/Å.

(6)
# C2H3N3

C2H3N3 in the gas phase in a non-equilibrium geometry (wB97M-V/def2-TZVPD, OMol25).

Computed properties:
Structure (SMILES): c1nnc[nH]1
Frontier orbital gap in Eh: 0.395
Relative energy (zero: lowest compared OMol25 entry of this formula, charge and spin) in kJ/mol: 47.33

The geometry in XYZ format:
```
8
Properties=species:S:1:pos:R:3:forces:R:3
N -0.042 0.495 1.392 0.2 0.8 0.7
N 0.140 -0.857 1.251 -0.4 0.6 -0.8
N -0.027 0.112 -0.728 0.3 -0.8 -0.6
C 0.108 -1.066 -0.034 0.4 0.2 -0.2
C -0.089 1.085 0.223 -0.8 -0.9 1.1
H -0.459 2.104 0.132 0.6 -0.3 -0.4
H 0.174 0.154 -1.719 -0.3 0.4 0.2
H 0.195 -2.026 -0.518 0.1 0.1 0.0
```
Positions in Å, forces in eV/Å.

(7)
# C2H3N3

C2H3N3 in the gas phase in a non-equilibrium geometry (wB97M-V/def2-TZVPD, OMol25).

Computed properties:
Frontier orbital gap in Eh: 0.333
Relative energy (zero: lowest compared OMol25 entry of this formula, charge and spin) in kJ/mol: 443.15

The geometry in XYZ format:
```
8
Properties=species:S:1:pos:R:3:forces:R:3
N -0.030 -1.305 -0.332 -0.4 -1.0 0.0
N -0.298 0.126 -0.509 1.5 0.1 -0.3
N -2.162 1.145 0.818 0.2 0.0 -0.2
C -1.306 0.710 0.185 -0.4 0.1 0.6
C 0.967 -0.554 0.225 -0.7 0.8 -0.2
H 0.930 -0.161 1.251 0.0 -0.2 0.1
H 1.974 -0.506 -0.226 -0.2 0.3 -0.1
H -0.075 0.545 -1.411 -0.1 -0.1 0.2
```
Positions in Å, forces in eV/Å.

(8)
# C2H3N3

2 unconnected molecules or ions with the total composition C2H3N3 in a non-equilibrium geometry (wB97M-V/def2-TZVPD, OMol25).

Computed properties:
Structure (SMILES): N#CN.C#N
Frontier orbital gap in Eh: 0.396
Relative energy (zero: lowest compared OMol25 entry of this formula, charge and spin) in kJ/mol: 167.25

The geometry in XYZ format:
```
8
Properties=species:S:1:pos:R:3:forces:R:3
N -0.214 0.338 0.639 -1.0 -2.8 0.7
N -1.471 -4.099 -0.385 0.5 2.2 1.0
N 0.899 2.272 -0.221 6.6 0.8 2.9
C -1.159 -3.043 -0.010 -1.7 -5.7 -2.0
C 0.390 1.165 0.150 -1.8 0.3 0.1
H 1.783 2.481 0.398 -2.3 -0.1 -2.0
H 0.588 3.013 -0.731 -1.6 1.7 -1.7
H -0.816 -2.128 0.159 1.2 3.7 1.0
```
Positions in Å, forces in eV/Å.

(9)
# C2H3N3

C2H3N3 in the gas phase in a non-equilibrium geometry (wB97M-V/def2-TZVPD, OMol25).

Computed properties:
Structure (SMILES): [H]/N=C(/N)C#N
Frontier orbital gap in Eh: 0.388
Relative energy (zero: lowest compared OMol25 entry of this formula, charge and spin) in kJ/mol: 177.81

The geometry in XYZ format:
```
8
Properties=species:S:1:pos:R:3:forces:R:3
N -2.180 -0.143 0.017 9.4 -1.4 -0.7
N 0.862 1.358 -0.016 -0.8 1.0 1.0
N 1.239 -0.964 -0.084 2.6 -6.3 2.2
C 0.516 0.145 0.045 -1.8 1.0 -0.8
C -0.930 -0.267 -0.055 -9.4 2.4 1.3
H 2.284 -1.222 0.183 -2.8 2.1 -0.8
H 0.057 2.034 0.141 1.3 -1.4 -0.6
H 0.690 -1.839 0.319 1.4 2.5 -1.5
```
Positions in Å, forces in eV/Å.

(10)
# C2H3N3

2 unconnected molecules or ions with the total composition C2H3N3 in a non-equilibrium geometry (wB97M-V/def2-TZVPD, OMol25).

Computed properties:
Spin multiplicity: 3
Frontier orbital gap (alpha / beta) in Eh: 0.297 / 0.257
Relative energy (zero: lowest compared OMol25 entry of this formula, charge and spin) in kJ/mol: 196.71

The geometry in XYZ format:
```
8
Properties=species:S:1:pos:R:3:forces:R:3
N -1.422 0.445 -1.293 -0.4 2.3 -2.3
N -1.621 -0.716 -0.932 -0.8 -2.7 0.1
N 1.440 -0.694 -0.295 -2.7 -1.3 -2.6
C 0.570 -0.032 0.245 0.3 3.1 4.7
C -0.876 0.205 -0.020 2.5 0.0 1.1
H -1.287 0.738 0.784 -1.1 0.5 0.9
H 0.865 0.781 1.473 -0.8 -2.1 -3.3
H 2.331 -0.727 0.037 2.9 0.3 1.3
```
Positions in Å, forces in eV/Å.

no.,E_tot (eV)
1,-9184.3342
2,-9185.8407
3,-16436.0711
4,-16432.7155
5,-17983.4959
6,-6592.0848
7,-6587.9825
8,-6590.8420
9,-6590.7324
10,-6585.1347